Entry 1:
{
  "formula": "C5H8O2",
  "method": "wB97M-V/def2-TZVPD",
  "multiplicity": 1,
  "charge": 0,
  "e_tot_ev": -9408.584,
  "largest_force_ev_per_a": 0.6,
  "relative_energy_kcal_mol": 28.8,
  "symbols": ["O", "C", "C", "C", "C", "C", "O", "H", "H", "H", "H", "H", "H", "H", "H"],
  "xyz": [[-1.10639, -2.15707, 0.03705], [-1.00871, -0.96009, 0.08898], [-1.94678, 0.20645, -0.21682], [-0.68287, 1.10209, -0.29282], [0.16272, -0.01645, 0.37284], [1.54313, -0.40649, -0.12629], [2.54235, 0.24394, 0.64517], [-2.57283, 0.10701, -1.10729], [-2.58340, 0.43765, 0.64456], [-0.72275, 2.05810, 0.23221], [-0.37403, 1.28004, -1.32761], [0.22726, 0.13604, 1.45891], [1.64216, -1.49799, -0.05104], [1.64400, -0.13598, -1.18992], [3.23613, -0.39725, 0.83208]],
  "atomic_forces_ev_per_a": [[0.0585, 0.5821, -0.0348], [-0.0818, -0.4477, 0.0739], [-0.1527, -0.0210, -0.0374], [0.0872, 0.2271, -0.0486], [0.1547, -0.0552, 0.0584], [-0.2829, -0.1943, -0.1885], [0.2085, -0.1086, 0.0407], [0.0841, -0.0002, 0.1205], [0.0867, -0.0680, -0.1101], [-0.0154, -0.1510, -0.0632], [-0.0158, -0.0503, 0.1436], [-0.0614, -0.0301, -0.1333], [-0.0488, 0.1570, 0.0006], [0.0173, -0.0443, 0.2103], [-0.0384, 0.2045, -0.0319]],
  "lowdin_charge": [0.1110, -0.3693, -0.0777, -0.1206, -0.2135, -0.2207, -0.0618, 0.1145, 0.1201, 0.1074, 0.1120, 0.1619, 0.1269, 0.1249, 0.0853]
}



Entry 2:
{
  "formula": "C5H8O2",
  "method": "wB97M-V/def2-TZVPD",
  "multiplicity": 1,
  "charge": 0,
  "e_tot_ev": -9404.965,
  "largest_force_ev_per_a": 0.3,
  "relative_energy_kcal_mol": 112.2,
  "symbols": ["O", "C", "C", "C", "C", "C", "O", "H", "H", "H", "H", "H", "H", "H", "H"],
  "xyz": [[-0.16821, 1.18102, 1.91867], [0.13887, -0.00591, 1.29833], [-0.95004, -0.53051, 0.38171], [-0.56832, -0.02183, -1.01865], [0.84093, -0.54928, -1.29310], [1.23709, 0.67992, -0.48843], [0.00696, 1.29344, -0.79678], [-0.41100, 1.79302, 1.19881], [0.57917, -0.70334, 2.01228], [-1.01399, -1.62290, 0.38779], [-1.91535, -0.12754, 0.70600], [-1.36030, -0.02969, -1.77715], [1.11299, -1.54595, -0.93721], [1.13555, -0.41919, -2.33795], [1.37408, 0.49066, 0.66224]],
  "atomic_forces_ev_per_a": [[-0.0015, 0.1032, -0.1302], [-0.1214, -0.2668, 0.0060], [0.0172, 0.0050, 0.0314], [-0.2113, -0.1110, -0.0929], [0.0651, -0.1359, -0.0447], [-0.0373, -0.0539, 0.0349], [0.0148, 0.0935, -0.0641], [-0.0044, -0.0039, 0.1618], [-0.0300, 0.0905, -0.1051], [0.0344, 0.1603, 0.0014], [0.1334, -0.0378, -0.0637], [0.1153, -0.0192, 0.1271], [-0.0323, 0.1501, -0.0366], [-0.0493, 0.0118, 0.1339], [0.1076, 0.0142, 0.0408]],
  "lowdin_charge": [-0.0176, -0.2494, -0.1065, -0.2830, -0.1031, -0.0806, -0.1142, 0.1072, 0.1393, 0.1211, 0.1257, 0.1459, 0.1167, 0.1137, 0.0848]
}



Entry 3:
{
  "formula": "C5H8O2",
  "method": "wB97M-V/def2-TZVPD",
  "multiplicity": 1,
  "charge": 0,
  "e_tot_ev": -9407.632,
  "largest_force_ev_per_a": 1.8,
  "relative_energy_kcal_mol": 50.7,
  "symbols": ["O", "C", "C", "C", "O", "C", "C", "H", "H", "H", "H", "H", "H", "H", "H"],
  "xyz": [[-1.85377, 0.03137, 1.45521], [-0.99643, -0.81907, 1.46736], [0.40349, -0.63655, 0.94723], [0.41430, 0.40919, -0.11573], [0.50626, 1.72359, 0.37081], [1.02623, 0.26403, -1.45367], [-0.51941, 0.19240, -1.27826], [-1.18883, -1.83577, 1.86030], [0.75322, -1.60052, 0.56943], [1.03782, -0.35388, 1.79268], [-0.36956, 2.10815, 0.49113], [1.54322, -0.69059, -1.63868], [1.54385, 1.12759, -1.85216], [-1.37394, 0.87718, -1.12452], [-0.92647, -0.79713, -1.49112]],
  "atomic_forces_ev_per_a": [[0.2975, -0.3417, -0.0095], [-0.1065, 0.0069, 0.1929], [0.1455, -0.1105, 0.1477], [0.0443, -0.2680, 0.0914], [-0.1689, 0.1064, -0.0761], [-0.2859, 0.1282, -0.1303], [-0.1221, -0.2049, 0.5606], [-0.2759, 0.0614, 0.1942], [0.0420, 0.0113, 0.0261], [0.0953, -0.0719, 0.0297], [-0.0819, -0.2428, 0.1372], [-0.6492, 0.4202, -0.2378], [-0.1789, 0.0270, 0.0352], [0.9756, 0.4647, -1.4517], [0.2692, 0.0136, 0.4905]],
  "lowdin_charge": [0.0614, -0.2422, -0.0875, -0.5835, 0.0195, -0.0317, -0.0558, 0.1213, 0.1259, 0.1357, 0.1013, 0.1129, 0.1025, 0.1188, 0.1012]
}



Entry 4:
{
  "formula": "C5H8O2",
  "method": "wB97M-V/def2-TZVPD",
  "multiplicity": 1,
  "charge": 0,
  "e_tot_ev": -9405.439,
  "largest_force_ev_per_a": 3.1,
  "relative_energy_kcal_mol": 101.3,
  "symbols": ["C", "C", "O", "C", "C", "C", "O", "H", "H", "H", "H", "H", "H", "H", "H"],
  "xyz": [[-1.40410, -0.85226, -0.06536], [-0.41229, 0.27878, 0.01682], [-1.00959, 1.55489, -0.28657], [0.01209, 0.73259, 1.30051], [1.74407, -0.80402, -0.32041], [0.89068, 0.13546, -0.78252], [1.10140, 1.02221, -1.60986], [-2.29191, -0.64650, 0.54264], [-1.71327, -0.97997, -1.10595], [-0.95785, -1.79116, 0.27818], [-0.33689, 1.83325, -1.04051], [0.74883, 1.50583, 1.41812], [-0.58156, 0.50885, 2.17762], [2.75752, -0.78079, -0.68193], [1.45287, -1.71715, 0.15922]],
  "atomic_forces_ev_per_a": [[-0.0270, -0.2425, -0.0687], [-0.5805, 0.7205, -0.3905], [0.8202, 0.2324, -2.9809], [0.7872, -0.8805, 2.2367], [2.2045, -1.8549, 0.3398], [-2.6141, 1.7117, -0.0874], [0.5230, 0.2644, -0.4795], [0.2045, 0.0477, -0.0864], [-0.0212, 0.0103, 0.1225], [-0.0491, 0.1064, -0.0265], [-1.3784, -0.0642, 1.2860], [0.1864, 0.0911, -0.3121], [0.0532, -0.1364, 0.1421], [0.2979, 0.0260, -0.0330], [-0.4067, -0.0320, 0.3380]],
  "lowdin_charge": [0.0004, -0.6251, -0.0252, 0.1830, 0.1526, -0.4901, 0.0638, 0.0939, 0.0976, 0.0856, 0.1355, 0.0918, 0.0895, 0.0781, 0.0686]
}



Entry 5:
{
  "formula": "C5H8O2",
  "method": "wB97M-V/def2-TZVPD",
  "multiplicity": 1,
  "charge": 0,
  "e_tot_ev": -9405.132,
  "largest_force_ev_per_a": 0.5,
  "relative_energy_kcal_mol": 108.4,
  "symbols": ["C", "C", "C", "O", "C", "C", "O", "H", "H", "H", "H", "H", "H", "H", "H"],
  "xyz": [[1.51969, -0.54179, 0.37185], [0.18267, -0.03342, 0.87316], [0.04281, 1.81874, -1.84766], [-0.49408, 0.72194, -1.38361], [-0.84635, 0.62756, 0.00166], [-1.08377, -0.76928, 0.48037], [-1.01124, -1.78690, -0.46476], [2.29075, 0.23494, 0.31582], [1.46089, -1.03643, -0.60146], [1.86394, -1.29350, 1.08721], [0.21456, 0.39123, 1.87324], [0.04805, 2.52532, -0.96461], [-1.44425, 1.46892, 0.34770], [-1.84082, -0.96294, 1.24072], [-0.90283, -1.36440, -1.32963]],
  "atomic_forces_ev_per_a": [[0.0356, -0.0635, 0.0355], [0.1421, -0.0305, 0.1687], [-0.2807, -0.1777, 0.4054], [0.0218, 0.2701, -0.2586], [0.0468, 0.1231, 0.1435], [-0.0710, 0.1013, 0.2205], [0.0679, 0.0461, -0.1907], [-0.2584, -0.0011, 0.0034], [-0.1147, 0.1664, 0.1537], [0.0626, 0.0450, -0.0957], [-0.0743, -0.2226, -0.0096], [0.1291, -0.0140, -0.2996], [0.1963, -0.1538, -0.1164], [0.1338, 0.1564, -0.2370], [-0.0370, -0.2453, 0.0768]],
  "lowdin_charge": [-0.0449, -0.2086, 0.0836, -0.1560, -0.2237, -0.2641, 0.0096, 0.0821, 0.0804, 0.0839, 0.1385, 0.0188, 0.1525, 0.1505, 0.0976]
}



Entry 6:
{
  "formula": "C5H8O2",
  "method": "wB97M-V/def2-TZVPD",
  "multiplicity": 1,
  "charge": 0,
  "e_tot_ev": -9406.960,
  "largest_force_ev_per_a": 0.4,
  "relative_energy_kcal_mol": 66.2,
  "symbols": ["O", "C", "C", "C", "C", "C", "O", "H", "H", "H", "H", "H", "H", "H", "H"],
  "xyz": [[0.08738, 2.41629, 1.38210], [-0.30926, -0.43351, 1.06914], [-1.31606, -0.47997, 0.19207], [-0.55756, -0.33301, -1.13623], [0.59644, -1.34698, -0.94027], [0.89318, -0.26681, 0.13106], [0.39690, 0.72735, -0.82354], [0.88103, 2.78306, 0.97558], [-0.29373, -0.46524, 2.14947], [-2.38229, -0.58562, 0.33956], [-0.30222, 1.93168, 0.63781], [-1.09610, -0.18045, -2.07156], [0.33945, -2.35206, -0.59589], [1.31684, -1.35300, -1.76297], [1.88316, -0.05207, 0.53403]],
  "atomic_forces_ev_per_a": [[0.0689, 0.1709, -0.1184], [-0.2487, -0.0543, -0.2070], [0.2062, 0.0053, 0.2160], [-0.3031, -0.1247, -0.2962], [0.0463, -0.2238, -0.0674], [0.3330, -0.1210, 0.2376], [-0.0600, 0.0512, -0.0022], [-0.0452, 0.0956, 0.1457], [-0.0283, -0.0026, -0.1473], [0.1308, 0.0310, -0.0249], [0.0614, 0.0770, 0.1296], [0.0566, -0.0883, 0.1459], [0.0738, 0.1862, -0.0856], [-0.1110, 0.0508, 0.1235], [-0.1808, -0.0533, -0.0493]],
  "lowdin_charge": [-0.0643, -0.0380, -0.0204, -0.2469, -0.0401, -0.2563, -0.1104, 0.0393, 0.1125, 0.1054, 0.0050, 0.1428, 0.1133, 0.1121, 0.1461]
}